{"formula": "C65H61BCaN8O6P2Si", "method": "ωB97M-V/def2-TZVPD", "species": ["Ca", "C", "Si", "C", "C", "C", "C", "C", "C", "P", "C", "C", "C", "C", "C", "C", "C", "C", "C", "C", "C", "C", "C", "C", "C", "C", "C", "C", "P", "C", "C", "C", "C", "C", "C", "C", "C", "C", "C", "C", "C", "H", "H", "H", "H", "H", "H", "H", "H", "H", "H", "H", "H", "H", "H", "H", "H", "H", "H", "H", "H", "H", "H", "H", "H", "H", "H", "H", "H", "H", "H", "H", "C", "C", "C", "C", "C", "N", "N", "B", "N", "N", "C", "C", "C", "C", "C", "N", "N", "C", "C", "C", "C", "C", "H", "H", "H", "H", "H", "H", "H", "H", "H", "H", "H", "H", "H", "H", "H", "H", "H", "H", "H", "H", "H", "H", "O", "C", "O", "C", "C", "C", "C", "C", "N", "H", "H", "H", "H", "O", "C", "O", "C", "C", "C", "C", "C", "C", "N", "O", "O", "H", "H", "H", "H"], "xyz": [[-1.4166, 0.1502, 0.1467], [0.1890, -3.7227, 0.6121], [0.9276, -1.9387, 0.7351], [1.7314, -2.0497, 2.5218], [1.6164, -3.2183, 3.2939], [2.1129, -3.3211, 4.5824], [2.7667, -2.2441, 5.1628], [2.8882, -1.0705, 4.4402], [2.3689, -0.9554, 3.1476], [2.4807, 0.6460, 2.2394], [2.1482, 1.8074, 3.6287], [2.7431, 3.0719, 3.6587], [2.4283, 3.9914, 4.6478], [1.4819, 3.6812, 5.6160], [0.8437, 2.4514, 5.5680], [1.1720, 1.5278, 4.5853], [4.3081, 0.8693, 2.0519], [5.2222, 1.0258, 3.0962], [6.5717, 1.2068, 2.8403], [7.0337, 1.2406, 1.5282], [6.1390, 1.0854, 0.4827], [4.7859, 0.8979, 0.7434], [2.6398, -2.2864, -0.2511], [3.7290, -2.7088, 0.5320], [5.0049, -2.9443, 0.0381], [5.2663, -2.7332, -1.3018], [4.2137, -2.3568, -2.1230], [2.9172, -2.1651, -1.6392], [1.5072, -2.1055, -2.8267], [2.1345, -2.9807, -4.3564], [3.1122, -2.6261, -5.2894], [3.3497, -3.3904, -6.4243], [2.6155, -4.5436, -6.6608], [1.6394, -4.9195, -5.7509], [1.4041, -4.1428, -4.6245], [1.3940, -0.3063, -3.4563], [2.7107, 0.4067, -3.6633], [3.1503, 1.3799, -2.8703], [2.2688, 1.7965, -1.7083], [1.1312, 2.6468, -2.2643], [0.1740, 1.8096, -2.6276], [0.9139, -4.5377, 0.7303], [-0.2813, -3.8273, -0.3690], [-0.6088, -3.8502, 1.3533], [1.1315, -4.0850, 2.8589], [1.9949, -4.2480, 5.1352], [3.1662, -2.3125, 6.1685], [3.3744, -0.2185, 4.9022], [3.4714, 3.3385, 2.9022], [2.9140, 4.9600, 4.6526], [1.2268, 4.4034, 6.3821], [0.0774, 2.2072, 6.2945], [0.6630, 0.5711, 4.5628], [4.8716, 1.0200, 4.1212], [7.2653, 1.3259, 3.6651], [8.0891, 1.3852, 1.3268], [6.4845, 1.0928, -0.5439], [4.0916, 0.7560, -0.0792], [3.5873, -2.8726, 1.5924], [5.7888, -3.2677, 0.7151], [6.2597, -2.8725, -1.7149], [4.4141, -2.2372, -3.1767], [3.7089, -1.7381, -5.1443], [4.1149, -3.0799, -7.1270], [2.8006, -5.1386, -7.5476], [1.0486, -5.8123, -5.9205], [0.6202, -4.4225, -3.9298], [3.2919, 0.1328, -4.5366], [4.0907, 1.8854, -3.0659], [2.8224, 2.2524, -0.8847], [1.1632, 3.7224, -2.3816], [-0.7645, 2.0354, -3.1154], [-1.7101, -3.0178, -2.6948], [-3.0438, -2.7098, -2.1108], [-4.2774, -3.3424, -2.3738], [-5.1923, -2.6880, -1.5792], [-6.6617, -2.9245, -1.4397], [-4.5203, -1.7385, -0.8954], [-3.2021, -1.7500, -1.2131], [-5.0521, -0.7164, 0.1078], [-4.8089, 0.7248, -0.4146], [-3.5773, 1.2734, -0.5289], [-3.7427, 2.5255, -0.9266], [-2.5913, 3.4644, -1.0829], [-5.1104, 2.8000, -1.0953], [-5.7522, 1.6262, -0.7584], [-7.2199, 1.3466, -0.7561], [-4.4203, -0.9431, 1.4981], [-3.0842, -0.8866, 1.7129], [-2.8858, -1.1248, 2.9990], [-1.5229, -1.0976, 3.6059], [-4.1144, -1.3630, 3.6391], [-5.0640, -1.2369, 2.6467], [-6.5473, -1.3733, 2.7632], [-1.7777, -3.1503, -3.7778], [-1.2996, -3.9392, -2.2716], [-1.0158, -2.2053, -2.4938], [-4.4697, -4.1593, -3.0519], [-6.9608, -3.7395, -2.0996], [-7.2443, -2.0399, -1.7034], [-6.9320, -3.1967, -0.4175], [-6.2384, -0.8561, 0.2211], [-1.6464, 2.9899, -0.8221], [-2.7171, 4.3267, -0.4234], [-2.5123, 3.8358, -2.1075], [-5.5681, 3.7238, -1.4116], [-7.7493, 2.2212, -1.1352], [-7.5896, 1.1272, 0.2470], [-7.4688, 0.4934, -1.3885], [-0.8183, -0.5559, 2.9737], [-1.1178, -2.1027, 3.7379], [-1.5498, -0.6118, 4.5836], [-4.2866, -1.5825, 4.6808], [-6.8028, -1.6096, 3.7966], [-6.9348, -2.1676, 2.1230], [-7.0604, -0.4513, 2.4842], [1.6106, 0.6394, -1.2545], [0.5725, 0.3721, -2.2656], [-0.3755, -0.4056, -1.8125], [0.5587, -0.2820, -4.7110], [0.6498, 0.7872, -5.6092], [-0.1877, 0.8226, -6.7075], [-1.0985, -0.2075, -6.8934], [-1.1105, -1.2314, -5.9601], [-0.3070, -1.2770, -4.9053], [1.3560, 1.5840, -5.4180], [-0.1372, 1.6501, -7.4060], [-1.7809, -0.2216, -7.7334], [-1.8032, -2.0621, -6.0632], [-2.2579, 1.9022, 2.0970], [-1.1713, 2.4676, 1.8967], [-0.2847, 2.0946, 1.0823], [-0.9057, 3.7571, 2.6596], [-1.7317, 4.1230, 3.7135], [-1.5159, 5.3069, 4.4076], [-0.4759, 6.1453, 4.0435], [0.3280, 5.7655, 2.9803], [0.1425, 4.5855, 2.2838], [1.4447, 6.6457, 2.6057], [2.1312, 6.3284, 1.6550], [1.6995, 7.5901, 3.3405], [-2.5477, 3.4568, 3.9641], [-2.1591, 5.5789, 5.2353], [-0.2757, 7.0704, 4.5624], [0.7962, 4.2840, 1.4781]], "forces_ev_per_a": [[0.080, -0.546, -0.176], [-0.017, -0.018, -0.040], [0.223, -0.238, -0.006], [-0.141, 0.153, 0.205], [-0.016, -0.011, -0.041], [-0.045, -0.089, 0.000], [0.055, 0.050, 0.068], [0.015, -0.004, -0.010], [-0.013, -0.169, 0.010], [-0.076, -0.101, -0.084], [0.032, 0.195, -0.082], [0.074, -0.111, 0.051], [0.001, -0.050, 0.042], [0.031, 0.050, -0.048], [-0.005, -0.030, -0.039], [-0.065, -0.083, 0.004], [-0.019, -0.019, 0.034], [-0.034, 0.036, -0.028], [0.006, 0.015, -0.027], [0.024, 0.007, 0.020], [-0.029, -0.085, -0.035], [0.024, -0.072, -0.015], [0.065, 0.004, 0.132], [0.049, 0.086, 0.059], [0.012, 0.107, 0.018], [-0.009, 0.053, -0.049], [0.014, 0.017, 0.052], [0.068, -0.086, -0.132], [0.034, 0.110, -0.057], [0.024, -0.127, 0.041], [-0.044, 0.059, 0.054], [0.001, -0.009, -0.009], [0.012, 0.010, -0.014], [-0.011, 0.003, 0.036], [0.044, -0.027, 0.032], [0.284, -0.062, 0.169], [-0.053, -0.018, 0.023], [0.016, -0.019, -0.010], [-0.032, 0.020, 0.001], [-0.027, -0.024, -0.015], [0.065, 0.020, -0.122], [0.003, 0.007, -0.002], [0.051, 0.002, 0.003], [0.000, -0.002, -0.009], [0.001, 0.021, 0.023], [0.001, -0.001, -0.002], [0.003, 0.005, 0.002], [-0.052, -0.040, 0.015], [0.037, 0.003, -0.017], [0.021, 0.035, 0.007], [-0.006, 0.005, 0.000], [-0.002, -0.005, 0.004], [0.023, 0.031, 0.015], [0.033, 0.028, -0.034], [0.002, 0.002, -0.009], [-0.008, -0.002, 0.003], [0.024, 0.006, -0.002], [0.020, -0.087, 0.087], [0.023, 0.007, -0.064], [0.005, -0.015, -0.010], [-0.004, -0.013, 0.006], [-0.018, 0.008, -0.089], [0.018, 0.069, 0.031], [-0.001, 0.001, -0.003], [0.000, 0.000, 0.000], [0.004, -0.003, -0.003], [-0.004, -0.003, -0.014], [0.042, -0.032, -0.030], [-0.003, 0.012, 0.002], [-0.056, 0.035, -0.039], [0.013, -0.001, 0.006], [-0.012, -0.009, 0.012], [-0.169, -0.096, 0.024], [0.070, -0.135, -0.040], [-0.038, 0.041, -0.014], [0.030, 0.005, 0.013], [0.002, 0.003, 0.015], [-0.019, 0.016, 0.085], [0.004, 0.035, -0.053], [0.013, -0.012, -0.057], [-0.084, 0.044, 0.057], [-0.004, 0.112, -0.037], [-0.034, 0.017, 0.036], [0.013, -0.005, -0.001], [0.013, -0.023, -0.043], [0.028, 0.053, 0.026], [-0.004, -0.017, 0.013], [-0.037, -0.014, 0.039], [-0.019, -0.024, 0.129], [-0.066, 0.017, 0.005], [0.041, -0.030, 0.001], [0.004, -0.017, 0.006], [0.027, 0.052, 0.032], [-0.006, 0.003, -0.016], [-0.013, -0.015, 0.049], [-0.031, -0.013, 0.004], [-0.188, -0.156, 0.000], [0.007, 0.003, -0.004], [0.011, 0.002, -0.002], [-0.001, 0.012, -0.003], [-0.001, 0.001, 0.009], [-0.016, -0.030, -0.018], [-0.001, 0.001, -0.011], [0.003, 0.004, 0.004], [-0.009, -0.004, -0.004], [-0.003, 0.001, -0.002], [-0.001, 0.002, 0.008], [0.000, -0.006, 0.001], [-0.002, -0.006, -0.003], [-0.021, 0.001, -0.017], [0.011, -0.021, 0.004], [-0.020, 0.010, 0.000], [-0.004, -0.002, 0.000], [0.000, 0.004, 0.000], [0.003, 0.000, -0.004], [-0.001, 0.003, 0.000], [-0.063, 0.022, 0.066], [-0.023, 0.121, -0.092], [-0.200, 0.694, 0.036], [0.023, 0.015, -0.003], [-0.010, 0.007, 0.003], [0.000, 0.000, -0.002], [-0.005, -0.018, -0.003], [0.022, 0.013, 0.011], [0.052, 0.098, -0.090], [0.005, 0.007, 0.009], [-0.004, -0.003, -0.002], [0.004, 0.005, -0.004], [-0.009, -0.009, 0.001], [0.049, -0.097, 0.181], [0.005, 0.149, -0.127], [-0.047, 0.040, -0.069], [0.082, -0.004, -0.048], [-0.047, 0.052, 0.005], [-0.001, 0.012, -0.010], [-0.040, 0.007, -0.053], [-0.151, 0.209, -0.146], [-0.048, -0.038, 0.059], [0.523, -0.506, 0.539], [-0.183, 0.192, -0.148], [-0.187, 0.143, -0.222], [0.013, -0.010, -0.002], [0.001, 0.001, 0.001], [-0.001, 0.005, -0.002], [-0.018, 0.020, -0.015]], "lowdin_charge": [1.250, -0.275, 0.668, -0.357, -0.129, -0.108, -0.110, -0.121, -0.385, 1.138, -0.363, -0.103, -0.105, -0.110, -0.088, -0.093, -0.345, -0.099, -0.100, -0.111, -0.088, -0.092, -0.250, -0.116, -0.110, -0.119, -0.114, -0.346, 1.216, -0.329, -0.102, -0.104, -0.120, -0.101, -0.108, -0.345, -0.083, -0.015, -0.318, 0.001, 0.003, 0.010, -0.020, 0.008, 0.075, 0.089, 0.086, 0.085, 0.108, 0.100, 0.095, 0.100, 0.092, 0.091, 0.091, 0.089, 0.098, 0.080, 0.078, 0.091, 0.086, 0.070, 0.076, 0.091, 0.087, 0.092, 0.084, 0.093, 0.100, 0.129, 0.104, 0.118, -0.085, -0.330, -0.008, -0.297, -0.041, 0.010, 0.119, -0.513, 0.034, 0.044, -0.343, -0.031, -0.004, -0.288, -0.039, 0.033, 0.030, -0.347, -0.034, -0.001, -0.287, -0.041, 0.057, 0.060, -0.008, 0.092, 0.069, 0.063, 0.069, 0.102, 0.044, 0.081, 0.074, 0.095, 0.070, 0.070, 0.067, 0.037, 0.076, 0.077, 0.095, 0.070, 0.068, 0.071, -0.098, -0.645, -0.344, -0.250, -0.019, -0.082, -0.086, -0.131, 0.131, 0.110, 0.096, 0.088, 0.101, -0.028, -0.668, -0.151, -0.099, -0.005, -0.071, -0.027, -0.164, 0.060, -0.353, 0.070, 0.034, 0.119, 0.098, 0.109, 0.130], "charge": -2, "energy_ev": -138176.777, "de_lowest_ev": 0.000}